Entry from the Open Molecules 2025 dataset: a 5-piece molecular cluster, C27H61N5O8 overall at a distorted geometry (ωB97M-V/def2-TZVPD).

Geometry as XYZ:
```
101
Properties=species:S:1:pos:R:3:forces:R:3:lowdin_charge:R:1
C -2.607 4.759 -1.565 -0.265 -0.428 -0.276 0.070
C -3.077 3.701 -2.219 0.340 0.127 0.134 -0.067
C -2.452 2.315 -2.213 -0.026 0.156 -0.194 -0.406
C -2.145 1.877 -3.639 -0.462 -0.148 -0.012 -0.086
C -1.618 0.449 -3.788 -0.001 0.003 -0.089 -0.137
N -0.160 0.277 -3.894 -0.159 0.073 0.257 -0.084
C 0.693 1.465 -3.862 0.426 0.175 -0.434 -0.237
C 2.170 1.091 -3.784 -0.070 -0.201 -0.011 -0.069
C 0.242 -0.658 -4.900 0.249 -0.209 0.069 -0.477
C -0.323 -0.501 -6.298 -0.245 -0.235 -0.012 0.004
O 1.045 -1.521 -4.653 -0.110 0.212 -0.045 0.109
C -1.390 2.129 -1.143 -0.587 0.307 0.770 -0.053
O -2.229 2.044 0.047 0.148 -0.193 -0.139 0.044
C -3.390 1.471 -0.328 -0.328 -0.207 -0.016 -0.554
O -4.218 1.044 0.415 0.189 0.134 -0.032 0.160
O -3.482 1.429 -1.680 0.077 0.147 0.125 0.096
H -3.150 5.698 -1.570 0.184 -0.037 -0.035 0.072
H -1.685 4.689 -1.000 -0.114 0.226 0.070 0.042
H -3.994 3.758 -2.805 0.080 0.010 0.140 0.124
H -3.116 1.917 -4.146 0.144 0.057 0.009 0.132
H -1.524 2.629 -4.126 0.037 -0.079 0.069 0.122
H -2.092 0.012 -4.671 0.013 0.077 0.071 0.106
H -1.991 -0.144 -2.945 0.087 0.020 -0.073 0.128
H 0.552 2.093 -4.762 -0.077 -0.013 0.115 0.115
H 0.435 2.098 -3.011 -0.080 -0.209 0.047 0.102
H 2.306 0.336 -3.007 0.181 0.184 0.027 0.077
H 2.512 0.645 -4.721 -0.021 0.036 0.075 0.074
H 2.791 1.969 -3.599 -0.133 -0.057 0.108 0.079
H 0.286 -1.089 -6.982 -0.015 0.115 0.037 0.087
H -0.369 0.544 -6.611 0.041 -0.027 0.069 0.087
H -1.340 -0.902 -6.333 0.103 0.040 -0.085 0.080
H -0.741 2.992 -0.997 0.241 -0.301 -0.124 0.113
H -0.868 1.171 -1.176 0.260 0.203 -0.506 0.141
C -2.814 -1.255 4.702 -0.029 0.028 0.058 -0.070
C -2.875 -0.736 3.268 0.088 -0.078 0.090 -0.426
C -3.450 -1.729 2.253 -0.058 0.067 -0.091 -0.194
O -2.581 -2.789 1.888 0.099 -0.011 0.001 -0.208
C -2.478 -3.857 2.812 0.034 -0.051 -0.103 -0.099
N -1.545 -0.253 2.878 -0.028 -0.012 -0.198 0.052
H -1.966 -1.922 4.856 -0.005 -0.031 -0.042 0.063
H -2.695 -0.423 5.395 0.025 0.006 -0.018 0.074
H -3.726 -1.793 4.968 0.000 -0.005 0.003 0.077
H -3.551 0.124 3.259 -0.020 -0.002 -0.082 0.135
H -3.641 -1.185 1.328 -0.010 -0.019 -0.010 0.104
H -4.412 -2.131 2.601 0.044 -0.035 0.071 0.126
H -3.440 -4.054 3.295 -0.003 0.012 0.025 0.092
H -1.724 -3.663 3.578 -0.049 0.006 0.054 0.078
H -2.169 -4.742 2.255 0.010 0.014 -0.001 0.074
H -1.622 0.225 1.984 -0.023 0.103 0.052 0.052
H -0.970 -1.069 2.687 0.041 0.015 0.067 0.064
C 0.603 -5.614 -1.932 0.031 0.024 -0.072 -0.067
C 0.252 -4.608 -0.841 -0.110 -0.106 0.026 -0.430
C 0.805 -4.961 0.548 0.049 0.172 0.023 -0.207
O 0.119 -6.000 1.219 -0.028 -0.041 -0.022 -0.199
C 0.455 -7.313 0.819 -0.032 0.002 0.090 -0.106
N -1.198 -4.400 -0.816 0.075 0.119 0.154 0.053
H -0.034 -6.498 -1.886 -0.003 -0.012 0.051 0.064
H 0.454 -5.162 -2.912 -0.025 0.008 0.009 0.075
H 1.644 -5.935 -1.860 -0.002 0.000 0.006 0.078
H 0.711 -3.654 -1.120 0.043 0.011 0.056 0.132
H 0.681 -4.084 1.190 -0.021 -0.008 0.012 0.114
H 1.880 -5.184 0.503 -0.017 -0.053 -0.064 0.120
H 1.521 -7.395 0.583 0.006 -0.006 -0.027 0.091
H -0.130 -7.641 -0.043 0.052 -0.002 -0.041 0.075
H 0.230 -7.975 1.655 0.009 0.013 0.007 0.087
H -1.417 -3.638 -0.177 -0.086 0.023 -0.063 0.053
H -1.626 -5.216 -0.388 -0.022 -0.036 -0.088 0.068
C 3.804 -1.194 3.062 0.013 0.025 0.066 -0.068
C 4.786 -1.080 1.900 -0.075 -0.100 0.006 -0.434
C 4.360 -0.103 0.797 0.107 0.061 -0.030 -0.208
O 3.325 -0.566 -0.047 -0.023 0.080 -0.034 -0.188
C 2.022 -0.470 0.489 -0.035 -0.180 -0.140 -0.102
N 5.071 -2.421 1.383 0.013 0.090 -0.092 0.040
H 2.957 -1.833 2.813 -0.008 0.013 -0.041 0.062
H 4.298 -1.642 3.923 0.007 -0.025 -0.019 0.076
H 3.420 -0.216 3.359 -0.005 -0.003 -0.008 0.078
H 5.723 -0.682 2.303 0.016 0.032 -0.028 0.134
H 5.215 0.054 0.136 -0.015 -0.003 -0.019 0.122
H 4.090 0.874 1.224 -0.026 -0.037 0.055 0.120
H 1.901 0.430 1.101 0.021 -0.035 0.063 0.079
H 1.784 -1.357 1.081 -0.132 0.108 0.119 0.070
H 1.322 -0.427 -0.347 0.046 0.009 -0.039 0.080
H 5.830 -2.375 0.709 0.031 -0.017 0.049 0.071
H 4.265 -2.731 0.847 -0.013 -0.033 0.049 0.066
C 0.548 6.103 3.409 -0.040 0.031 0.052 -0.067
C 0.776 6.558 1.971 0.134 -0.104 0.086 -0.433
C 0.080 5.692 0.917 -0.135 0.026 -0.119 -0.221
O 0.670 4.428 0.671 -0.008 -0.021 -0.026 -0.200
C 0.362 3.417 1.617 0.031 -0.048 0.007 -0.096
N 2.216 6.689 1.734 -0.076 -0.031 -0.134 0.040
H 1.184 5.257 3.669 -0.008 -0.027 -0.042 0.066
H 0.794 6.911 4.097 0.031 0.000 -0.013 0.076
H -0.492 5.816 3.578 0.005 -0.006 -0.005 0.080
H 0.338 7.556 1.871 -0.029 -0.001 -0.046 0.136
H 0.133 6.218 -0.041 0.023 0.000 -0.005 0.121
H -0.984 5.559 1.160 0.021 0.040 0.096 0.119
H -0.673 3.496 1.964 0.015 -0.015 0.001 0.097
H 1.035 3.444 2.476 -0.040 0.017 0.023 0.081
H 0.490 2.457 1.117 -0.017 0.016 0.015 0.068
H 2.378 7.129 0.833 0.008 0.055 0.041 0.071
H 2.611 5.757 1.646 0.023 0.010 0.070 0.070
```
Forces are in eV/Å.

Computed properties:
calculated total energy: -1940.95673 a.u.
2S+1: 1
charge: 0

***

Entry from the Open Molecules 2025 dataset: a 9-piece molecular cluster, C27H62Cl6N5O9P overall at a distorted geometry (ωB97M-V/def2-TZVPD).

Geometry as XYZ:
```
110
Properties=species:S:1:pos:R:3:forces:R:3:lowdin_charge:R:1
C -3.351 5.299 -0.152 1.230 0.291 -0.065 -0.343
O -2.164 5.455 0.137 -0.525 -0.275 0.122 -0.025
N -4.128 4.277 0.238 -0.366 1.563 -0.844 -0.180
C -5.477 4.148 -0.355 0.765 -0.501 0.457 -0.080
C -3.651 3.308 1.195 -1.061 -0.617 -0.176 -0.068
H -3.815 6.053 -0.806 -0.448 -0.239 0.019 0.134
H -5.957 5.072 -0.674 0.502 0.313 0.250 0.086
H -6.099 3.705 0.422 -0.209 -0.178 -0.290 0.064
H -5.389 3.514 -1.236 -0.389 -0.237 0.123 0.057
H -4.510 3.141 1.848 0.338 -0.067 0.549 0.092
H -3.498 2.339 0.719 0.361 0.062 -0.066 0.041
H -2.762 3.640 1.724 -0.150 0.093 -0.147 0.084
C 2.734 -4.534 2.735 -0.878 1.004 0.296 -0.322
O 1.827 -4.223 3.509 1.104 -0.604 -0.702 0.003
N 2.851 -4.016 1.488 0.910 -0.406 -0.463 -0.182
C 4.021 -4.195 0.638 0.082 -0.341 -0.216 -0.053
C 2.033 -2.927 1.026 -0.449 0.789 0.679 -0.049
H 3.554 -5.234 2.953 -0.161 -0.125 0.224 0.140
H 4.839 -4.804 1.022 -0.547 -0.456 0.424 0.091
H 4.540 -3.261 0.413 -0.442 0.357 -0.020 0.089
H 3.634 -4.630 -0.285 0.483 -0.023 -0.257 0.074
H 2.482 -2.028 1.450 -0.356 0.353 -0.226 0.083
H 2.007 -2.804 -0.057 0.254 -0.457 -0.059 0.079
H 1.002 -3.010 1.370 0.175 -0.060 0.208 0.068
C 0.242 -3.081 -2.630 -1.076 -2.054 -1.083 -0.302
O -0.119 -4.201 -3.082 0.954 2.411 1.275 -0.034
N 1.415 -2.489 -2.899 0.512 -0.277 -0.635 -0.173
C 1.782 -1.139 -2.515 0.799 0.533 0.599 -0.058
C 2.460 -3.205 -3.628 -0.537 -0.634 -1.252 -0.043
H -0.402 -2.466 -1.985 -0.137 -0.063 -0.120 0.115
H 2.476 -1.197 -1.674 0.050 0.217 0.110 0.080
H 1.028 -0.401 -2.241 -0.695 -0.779 0.168 0.076
H 2.324 -0.627 -3.312 0.053 -0.367 -0.273 0.085
H 3.105 -3.868 -3.049 0.381 0.794 0.587 0.087
H 2.097 -3.947 -4.343 -0.961 0.186 0.163 0.085
H 2.948 -2.502 -4.302 0.607 0.060 0.571 0.086
C 1.157 2.074 0.505 -1.076 0.445 0.495 -0.356
O 0.992 0.896 0.292 0.152 -1.399 -0.247 -0.007
N 0.693 3.047 -0.284 -0.029 1.764 -0.909 -0.148
C -0.122 2.869 -1.503 1.002 -0.691 0.108 -0.027
C 1.101 4.467 -0.079 -1.161 -1.285 0.532 -0.023
H 1.517 2.455 1.474 0.585 -0.036 -0.217 0.133
H -1.153 3.217 -1.454 0.100 0.265 0.590 0.080
H -0.151 1.815 -1.781 0.088 -0.040 0.147 0.067
H 0.381 3.414 -2.303 -0.095 0.004 -0.139 0.084
H 1.708 4.797 -0.922 -0.109 0.199 0.014 0.085
H 0.138 4.966 0.027 0.347 0.745 -0.286 0.064
H 1.642 4.575 0.861 0.151 -0.126 -0.085 0.070
C -2.988 -0.291 -3.213 0.647 -1.252 0.400 -0.308
O -2.613 -0.579 -2.073 -0.572 0.522 -0.946 -0.014
N -3.756 -1.075 -4.001 -0.392 0.273 -1.144 -0.175
C -3.975 -0.742 -5.434 0.845 -0.126 0.721 -0.041
C -4.291 -2.373 -3.631 -0.030 -0.108 0.067 -0.042
H -2.631 0.580 -3.783 -0.068 0.279 0.350 0.133
H -5.035 -0.663 -5.670 0.033 0.120 0.060 0.087
H -3.514 -1.500 -6.069 -0.217 -0.340 0.122 0.090
H -3.420 0.156 -5.702 -0.359 0.278 0.241 0.080
H -4.284 -2.536 -2.555 0.097 0.182 -0.050 0.079
H -5.308 -2.445 -4.018 -0.116 0.039 0.178 0.088
H -3.734 -3.185 -4.101 0.229 0.052 0.027 0.098
Cl 1.307 -7.815 -0.018 -0.162 0.114 -0.306 0.541
C 0.658 -6.168 -0.232 -0.178 0.963 0.839 -0.656
C -0.048 -5.683 1.060 0.002 0.060 -1.312 -0.639
Cl -1.635 -6.530 1.303 0.835 0.207 0.141 0.515
H 0.051 -6.017 -1.124 -0.318 -0.739 0.124 0.060
H 1.504 -5.508 -0.431 0.203 -0.082 0.357 0.034
H -0.317 -4.635 0.929 -0.073 -0.103 -0.078 -0.008
H 0.624 -5.722 1.916 -0.468 -0.521 0.138 0.048
Cl -2.149 -2.717 1.337 0.175 -0.051 0.233 0.589
C -1.198 -1.291 0.811 -1.348 0.792 -0.452 -0.630
C -2.089 -0.018 0.892 1.544 -0.258 -0.431 -0.654
Cl -1.857 0.740 2.479 -0.454 -0.007 0.648 0.600
H -0.982 -1.485 -0.237 0.228 0.167 0.132 0.027
H -0.306 -1.164 1.419 -0.110 -0.144 -0.119 0.027
H -3.132 -0.191 0.635 0.046 -0.073 0.359 0.033
H -1.670 0.737 0.229 -0.094 -0.285 -0.310 0.036
Cl -5.988 0.966 -0.297 0.419 0.059 -0.232 0.627
C -5.880 -0.754 -0.676 -0.770 -1.298 -0.255 -0.663
C -6.596 -1.589 0.413 0.398 1.112 -0.534 -0.629
Cl -5.994 -1.139 2.024 0.161 -0.314 0.198 0.539
H -4.894 -1.149 -0.919 0.464 0.697 0.682 0.042
H -6.402 -0.880 -1.626 -0.349 -0.012 0.122 0.064
H -6.422 -2.652 0.257 -0.188 0.062 0.006 0.075
H -7.643 -1.293 0.401 -0.049 -0.451 0.012 0.061
C 4.916 2.105 -1.155 -0.255 0.211 0.336 -0.066
C 4.970 2.966 0.150 0.081 -1.791 -2.722 -0.245
O 4.410 2.079 1.127 0.188 1.788 0.917 -0.195
P 4.474 2.570 2.658 -1.391 0.181 0.452 0.472
O 5.775 2.406 3.319 -0.596 0.306 -0.214 -0.224
O 3.830 4.095 2.666 1.110 -2.466 -1.514 -0.211
C 3.679 4.867 3.836 -1.384 -0.427 1.068 -0.267
C 2.232 4.711 4.338 0.172 0.533 -0.390 -0.068
O 3.250 1.669 3.204 0.578 1.345 0.142 -0.203
C 3.416 0.261 3.335 0.054 -1.265 -0.356 -0.261
C 2.055 -0.391 3.442 -0.724 -0.051 0.538 -0.069
H 5.466 2.548 -1.985 0.010 0.142 0.094 0.072
H 5.272 1.086 -1.006 0.297 0.135 0.249 0.074
H 3.871 1.992 -1.449 -0.059 0.119 -0.066 0.060
H 6.013 3.229 0.317 -0.160 0.178 0.607 0.121
H 4.329 3.816 -0.083 0.102 0.271 0.781 0.107
H 4.419 4.563 4.576 0.070 0.260 0.035 0.117
H 3.739 5.927 3.588 0.678 -0.130 -0.254 0.117
H 2.072 5.514 5.059 -0.203 -0.304 0.337 0.075
H 1.576 4.940 3.496 -0.019 0.057 -0.079 0.067
H 1.913 3.732 4.693 0.437 0.018 0.260 0.073
H 3.895 -0.119 2.430 0.229 0.028 -0.024 0.109
H 4.064 0.031 4.181 -0.052 0.132 0.082 0.124
H 1.487 -0.295 2.516 -0.032 0.507 0.071 0.042
H 2.005 -1.459 3.664 0.863 -0.136 -0.061 0.070
H 1.499 0.016 4.288 -0.135 0.432 -0.210 0.086
```
Forces are in eV/Å.

Computed properties:
calculated total energy: -5119.49589 a.u.
2S+1: 1
charge: 0

***

Number 1: orbital gap 9.4 eV, LUMO level 0.4785 eV. Number 2: orbital gap 9.5 eV, LUMO level 0.1420 eV.